(1)
ORCA calculation (wB97M-V/def2-TZVPD) on C27H54BaNO7 as an isolated structure at a distorted geometry.

ORCA input file:
```
! wB97M-V def2-TZVPD RIJCOSX def2/J DEFGRID3
* xyz 1 1
Ba 7.92 20.11 15.47
C 11.82 17.43 15.56
C 11.78 18.01 16.99
C 13.16 17.50 17.59
C 13.30 18.03 19.02
C 13.31 19.52 19.08
C 12.00 20.12 18.40
N 11.74 19.51 17.06
O 10.61 20.14 16.33
C 12.41 21.62 18.28
C 10.84 20.01 19.42
C 10.58 17.34 17.69
H 11.97 16.35 15.52
H 12.63 17.88 14.98
H 10.90 17.61 15.02
H 13.95 17.89 16.94
H 13.17 16.43 17.82
H 14.29 17.84 19.44
H 12.58 17.65 19.74
H 14.28 19.81 18.67
H 13.37 19.81 20.13
H 12.91 21.90 19.21
H 11.50 22.21 18.28
H 13.05 21.91 17.45
H 10.76 20.86 20.09
H 10.97 19.13 20.05
H 9.88 19.99 18.89
H 9.67 17.52 17.11
H 10.40 17.66 18.72
H 10.74 16.26 17.77
C 5.05 19.16 11.77
C 5.99 20.36 12.02
O 6.56 20.49 13.09
C 6.15 21.31 10.85
H 4.21 19.38 12.44
H 5.62 18.28 12.07
H 4.59 19.09 10.78
H 7.10 21.85 10.84
H 5.28 21.96 10.76
H 6.18 20.79 9.89
C 11.69 20.05 12.61
C 10.31 19.56 12.29
O 9.40 19.57 13.10
C 10.04 19.14 10.88
H 11.78 20.46 13.62
H 11.89 20.81 11.86
H 12.49 19.31 12.51
H 10.60 18.26 10.55
H 10.27 20.01 10.27
H 9.00 18.92 10.67
C 7.79 16.12 13.07
C 8.26 16.37 14.47
O 8.16 17.47 14.97
C 8.66 15.19 15.36
H 7.07 15.30 13.03
H 8.64 15.88 12.43
H 7.40 17.05 12.67
H 7.92 14.44 15.07
H 8.65 15.44 16.42
H 9.64 14.81 15.06
C 7.33 24.58 17.40
C 8.02 23.29 17.89
O 8.09 22.26 17.18
C 8.69 23.37 19.19
H 6.54 24.81 18.11
H 6.89 24.40 16.43
H 8.03 25.42 17.35
H 8.40 24.28 19.72
H 9.75 23.53 18.99
H 8.61 22.46 19.79
C 3.83 21.53 17.50
C 4.47 22.03 16.24
O 5.54 21.52 15.86
C 3.64 22.96 15.41
H 4.35 20.63 17.81
H 2.75 21.35 17.51
H 3.95 22.19 18.36
H 2.79 22.46 14.95
H 4.22 23.53 14.69
H 3.30 23.76 16.08
C 6.66 23.84 13.09
C 7.95 23.66 13.84
O 8.33 22.51 14.17
C 8.77 24.91 14.17
H 6.93 23.72 12.04
H 6.22 24.82 13.25
H 5.91 23.15 13.47
H 8.13 25.69 13.76
H 9.75 25.00 13.69
H 8.97 24.91 15.24
*
```

Computed properties:
E_LUMO in eV: -2.29
DFT total energy in eV: -45385.663
HOMO level in eV: -7.41

(2)
ORCA calculation (wB97M-V/def2-TZVPD) on a 4-piece molecular cluster, C27H54N3O15P3 overall at a distorted geometry.

ORCA input file:
```
! wB97M-V def2-TZVPD RIJCOSX def2/J DEFGRID3
* xyz 0 1
N 7.39 -2.32 1.90
C 6.77 -3.18 0.81
C 5.40 -3.86 1.32
C 4.05 -3.16 0.81
C 3.84 -1.75 0.87
N 4.80 -0.77 1.41
C 2.43 -1.15 0.31
O 2.38 -0.04 -0.32
C 1.13 -2.04 0.63
C 1.34 -3.47 0.60
N 0.26 -4.45 0.87
C -0.57 -3.99 1.79
O -1.26 -3.19 2.48
C 2.82 -4.03 0.21
O 2.98 -5.09 -0.47
H 8.42 -2.38 1.87
H 7.03 -2.61 2.83
H 7.55 -3.91 0.40
H 6.46 -2.42 -0.02
H 5.39 -4.02 2.47
H 5.39 -4.94 0.87
H 4.44 0.19 1.21
H 4.87 -0.81 2.44
H 0.12 -1.56 0.88
C 5.65 5.43 3.15
C 5.35 4.21 4.01
O 3.98 4.16 4.39
P 2.88 3.80 3.20
O 3.13 2.29 3.22
O 1.49 3.69 4.11
C 0.73 2.49 4.17
C 1.13 1.66 5.38
O 2.58 5.48 3.07
C 1.74 6.22 3.96
C 2.19 6.25 5.41
H 5.14 5.35 2.18
H 6.72 5.51 2.96
H 5.30 6.34 3.63
H 5.63 3.29 3.49
H 5.94 4.27 4.93
H 0.81 1.92 3.24
H -0.32 2.78 4.27
H 2.21 1.50 5.43
H 0.64 0.69 5.36
H 0.86 2.18 6.30
H 0.70 5.89 3.87
H 1.75 7.25 3.59
H 2.14 5.26 5.87
H 1.56 6.92 5.99
H 3.23 6.58 5.49
C -3.47 -2.11 -7.04
C -3.49 -1.50 -5.65
O -2.24 -1.65 -4.99
P -0.97 -0.75 -5.55
O -1.40 0.55 -4.85
O 0.18 -1.12 -4.42
C 0.78 -0.11 -3.60
C 0.05 -0.01 -2.27
O -0.46 -2.13 -6.42
C 0.26 -3.22 -5.85
C -0.47 -3.97 -4.75
H -2.79 -1.56 -7.70
H -4.46 -2.09 -7.49
H -3.12 -3.14 -7.01
H -3.77 -0.44 -5.69
H -4.24 -2.02 -5.04
H 0.82 0.85 -4.12
H 1.81 -0.41 -3.42
H -1.02 0.11 -2.39
H 0.43 0.84 -1.69
H 0.20 -0.92 -1.69
H 1.25 -2.89 -5.52
H 0.44 -3.92 -6.67
H -0.62 -3.36 -3.86
H 0.11 -4.85 -4.44
H -1.45 -4.30 -5.09
C -7.35 2.34 -1.17
C -7.47 1.29 -0.08
O -6.44 0.32 -0.17
P -4.90 0.81 0.23
O -5.11 0.71 1.74
O -4.10 -0.65 0.13
C -3.42 -1.20 1.26
C -4.33 -2.19 1.98
O -4.60 1.00 -1.45
C -4.29 -0.07 -2.34
C -5.37 -1.13 -2.48
H -6.45 2.94 -1.03
H -8.22 3.01 -1.15
H -7.28 1.87 -2.15
H -7.46 1.75 0.91
H -8.42 0.76 -0.19
H -3.05 -0.42 1.92
H -2.55 -1.74 0.88
H -5.30 -1.76 2.22
H -3.86 -2.53 2.91
H -4.52 -3.06 1.35
H -3.33 -0.51 -2.08
H -4.15 0.39 -3.33
H -5.52 -1.69 -1.56
H -5.09 -1.85 -3.26
H -6.33 -0.68 -2.75
*
```

Computed properties:
E_LUMO in eV: -1.96
DFT total energy in eV: -91914.784
HOMO level in eV: -8.87
ΔE to the lowest compared entry with this formula, charge and spin in eV: 0.0000

(3)
ORCA calculation (wB97M-V/def2-TZVPD) on a 9-piece molecular cluster, C27H54O17 overall at a distorted geometry.

ORCA input file:
```
! wB97M-V def2-TZVPD RIJCOSX def2/J DEFGRID3
* xyz 0 1
C 15.81 8.39 -15.20
O 16.42 9.38 -14.46
C 15.76 10.51 -14.29
O 14.67 10.80 -14.76
O 16.48 11.28 -13.50
C 15.98 12.49 -13.06
H 15.50 8.84 -16.14
H 14.97 8.00 -14.62
H 16.50 7.56 -15.40
H 15.73 13.20 -13.85
H 15.06 12.38 -12.48
H 16.76 12.90 -12.42
C 9.06 8.85 -11.13
O 9.30 10.16 -11.71
C 8.90 10.36 -12.98
O 8.38 9.54 -13.72
O 9.07 11.57 -13.36
C 8.60 12.05 -14.64
H 9.47 8.79 -10.12
H 9.55 8.04 -11.67
H 8.01 8.65 -10.93
H 7.53 11.92 -14.80
H 9.15 11.66 -15.49
H 8.65 13.14 -14.72
C 11.52 14.00 -19.43
O 10.49 13.88 -20.38
C 10.74 13.99 -21.69
O 11.81 14.12 -22.18
O 9.61 13.81 -22.34
C 9.58 13.74 -23.76
H 11.69 15.06 -19.25
H 12.44 13.46 -19.65
H 11.13 13.64 -18.47
H 8.72 13.18 -24.12
H 10.49 13.28 -24.16
H 9.46 14.75 -24.14
C 16.09 17.39 -14.64
O 15.24 17.57 -13.51
C 14.77 16.54 -12.87
O 15.12 15.38 -13.00
O 14.10 17.01 -11.86
C 13.80 16.15 -10.80
H 16.20 18.36 -15.12
H 15.67 16.75 -15.41
H 17.02 16.93 -14.31
H 14.71 15.95 -10.24
H 13.34 15.23 -11.16
H 13.14 16.60 -10.06
C 11.18 10.69 -17.51
C 11.16 10.15 -18.95
C 9.82 9.98 -19.58
O 12.19 9.68 -19.46
H 10.76 9.86 -16.93
H 10.57 11.59 -17.47
H 12.22 10.81 -17.20
H 9.19 9.44 -18.88
H 9.80 9.43 -20.53
H 9.43 10.96 -19.85
C 10.35 14.13 -11.28
C 9.32 15.18 -11.66
C 8.15 15.36 -10.66
O 9.42 15.93 -12.61
H 10.76 14.33 -10.29
H 11.00 14.13 -12.15
H 10.08 13.08 -11.17
H 7.28 15.65 -11.25
H 8.28 16.20 -9.98
H 7.92 14.43 -10.13
C 8.13 16.68 -15.60
C 7.38 15.36 -15.77
C 6.34 15.02 -14.70
O 7.63 14.59 -16.71
H 8.96 16.77 -16.29
H 8.66 16.74 -14.64
H 7.50 17.56 -15.71
H 6.63 15.33 -13.70
H 5.99 13.99 -14.80
H 5.54 15.70 -14.98
C 10.52 19.27 -17.17
C 9.02 19.70 -17.46
C 8.46 20.76 -16.57
O 8.36 19.26 -18.40
H 10.52 18.89 -16.15
H 11.15 20.16 -17.19
H 10.91 18.58 -17.92
H 7.49 21.16 -16.87
H 9.09 21.65 -16.49
H 8.32 20.47 -15.53
C 12.77 13.28 -14.03
C 12.01 14.05 -15.07
C 12.08 15.60 -14.96
O 11.46 13.45 -15.95
H 13.08 14.00 -13.28
H 13.67 12.94 -14.54
H 12.24 12.38 -13.71
H 11.46 16.20 -15.63
H 13.06 15.84 -15.36
H 11.94 15.95 -13.94
*
```

Computed properties:
E_LUMO in eV: 0.27
DFT total energy in eV: -63680.027
HOMO level in eV: -8.88
ΔE to the lowest compared entry with this formula, charge and spin in eV: 1.7890

(4)
ORCA calculation (wB97M-V/def2-TZVPD) on C27H55AsBBrN5O3RbSi3 as an isolated structure at a distorted geometry.

ORCA input file:
```
! wB97M-V def2-TZVPD RIJCOSX def2/J DEFGRID3
* xyz 0 1
Rb -1.83 0.70 -0.95
C 2.67 -2.59 -1.61
O 1.35 -2.19 -1.33
C 0.42 -2.57 -2.31
C 0.42 -1.65 -3.55
O -0.90 -1.21 -3.76
C -1.08 -0.38 -4.89
C -0.50 1.02 -4.73
O -1.05 1.60 -3.58
C -0.69 2.96 -3.44
H 2.75 -3.68 -1.68
H 3.27 -2.24 -0.77
H 3.04 -2.15 -2.54
H -0.57 -2.51 -1.85
H 0.60 -3.61 -2.61
H 0.78 -2.18 -4.44
H 1.09 -0.81 -3.34
H -2.16 -0.29 -5.01
H -0.66 -0.86 -5.79
H -0.77 1.60 -5.63
H 0.60 0.99 -4.67
H -1.10 3.57 -4.25
H 0.40 3.07 -3.42
H -1.09 3.30 -2.49
C -5.20 -3.84 -4.14
C -4.84 -3.31 -2.78
C -5.69 -3.46 -1.69
C -5.33 -2.93 -0.46
C -4.12 -2.26 -0.39
Br -3.53 -1.51 1.26
N -3.30 -2.11 -1.41
C -3.65 -2.63 -2.57
H -6.04 -4.52 -4.08
H -4.35 -4.37 -4.58
H -5.46 -3.02 -4.80
H -6.62 -4.01 -1.78
H -5.96 -3.03 0.41
H -2.93 -2.49 -3.37
B -2.54 4.89 -0.29
N -3.35 3.90 -1.16
C -3.91 4.22 -2.33
C -4.74 3.19 -2.72
C -4.61 2.25 -1.69
N -3.78 2.70 -0.76
N -1.38 4.17 0.41
C -0.73 4.62 1.49
C 0.27 3.73 1.81
C 0.15 2.74 0.83
N -0.83 3.03 -0.01
H -2.09 5.73 -1.02
H -3.28 5.34 0.55
H -3.74 5.17 -2.81
H -5.36 3.14 -3.60
H -5.14 1.32 -1.57
H -1.01 5.54 1.97
H 0.97 3.77 2.63
H 0.73 1.83 0.73
C 2.41 -3.63 3.71
Si 3.45 -2.12 3.16
C 4.97 -2.88 2.26
C 4.22 -1.40 4.76
As 2.11 -0.71 1.76
Si 0.43 -0.25 3.41
C -1.05 0.91 3.06
C 1.05 0.37 5.11
C -0.45 -1.94 3.60
Si 3.70 1.07 1.45
C 3.33 2.57 0.32
C 5.11 0.20 0.48
C 4.40 1.90 3.03
H 3.02 -4.53 3.79
H 1.62 -3.84 2.99
H 1.95 -3.45 4.67
H 5.27 -3.80 2.76
H 5.83 -2.21 2.30
H 4.77 -3.12 1.22
H 4.76 -2.17 5.30
H 3.47 -1.00 5.43
H 4.93 -0.60 4.54
H -0.82 1.95 3.23
H -1.86 0.64 3.75
H -1.46 0.83 2.05
H 1.88 1.07 5.01
H 1.39 -0.44 5.74
H 0.26 0.89 5.65
H -0.28 -2.55 2.72
H -1.52 -1.83 3.71
H -0.09 -2.50 4.46
H 2.78 2.30 -0.59
H 4.27 3.03 0.01
H 2.74 3.32 0.83
H 4.78 -0.03 -0.53
H 5.42 -0.72 0.96
H 5.99 0.84 0.40
H 3.63 1.99 3.79
H 4.76 2.90 2.82
H 5.23 1.34 3.45
*
```

Computed properties:
E_LUMO in eV: 0.09
DFT total energy in eV: -198332.910
HOMO level in eV: -7.80
ΔE to the lowest compared entry with this formula, charge and spin in eV: 1.4753

(5)
ORCA calculation (wB97M-V/def2-TZVPD) on a 3-piece molecular cluster, C27H55BBr2F3N2O13P2S2 overall at a distorted geometry.

ORCA input file:
```
! wB97M-V def2-TZVPD RIJCOSX def2/J DEFGRID3
* xyz -1 1
C -6.95 -0.23 -1.00
C -5.73 -1.16 -1.10
C -4.59 -0.76 -0.15
O -3.60 -0.08 -0.88
P -2.15 0.63 -0.23
C -3.00 1.26 1.33
C -2.60 2.49 2.13
O -2.86 3.68 1.42
C -2.80 4.83 2.23
C -1.38 5.18 2.69
C -2.53 2.05 -1.48
C -3.84 2.82 -1.25
C -1.43 3.01 -1.93
C -1.69 3.57 -3.34
S -0.01 1.64 0.52
O -0.08 3.08 0.65
O 1.14 1.16 -0.25
C 0.60 1.16 2.27
F 1.62 0.30 2.19
F 1.07 2.27 2.87
F -0.33 0.64 3.07
O -1.08 0.06 -1.42
C -0.85 -1.33 -1.57
C -1.75 -1.72 -2.76
C -1.31 -2.81 -3.69
O -1.72 -2.98 -4.78
Br 0.12 -4.01 -3.06
B 0.67 -1.19 -2.11
O 1.81 -1.32 -1.35
O 0.80 -0.79 -3.44
C 0.66 0.59 -3.79
C 0.98 0.74 -5.27
C -1.16 -1.92 -0.11
C 0.16 -2.25 0.66
C 0.21 -2.92 2.03
C 1.67 -2.97 2.50
Br -0.86 -2.22 3.51
P -2.19 -3.52 -0.04
O -1.05 -4.67 0.00
O -2.78 -3.46 1.45
S -3.59 -4.01 -1.29
O -1.79 -0.88 0.61
H -7.27 -0.11 0.04
H -6.74 0.75 -1.43
H -7.79 -0.65 -1.56
H -5.35 -1.13 -2.12
H -6.05 -2.18 -0.88
H -4.23 -1.65 0.37
H -5.03 -0.13 0.63
H -4.06 1.40 1.10
H -2.96 0.42 2.02
H -1.57 2.49 2.49
H -3.23 2.50 3.04
H -3.46 4.71 3.10
H -3.20 5.65 1.63
H -1.14 4.74 3.66
H -1.25 6.26 2.76
H -0.67 4.77 1.97
H -2.73 1.41 -2.35
H -3.69 3.73 -0.68
H -4.62 2.21 -0.81
H -4.22 3.13 -2.23
H -1.37 3.85 -1.24
H -0.44 2.54 -1.93
H -2.08 2.79 -4.01
H -0.78 3.97 -3.79
H -2.45 4.35 -3.31
H -1.79 -0.85 -3.42
H -2.77 -1.91 -2.46
H 2.19 -0.44 -1.19
H -0.37 0.89 -3.61
H 1.32 1.20 -3.17
H 1.21 1.77 -5.52
H 1.81 0.08 -5.54
H 0.12 0.42 -5.86
H 0.71 -2.95 0.03
H 0.75 -1.34 0.64
H -0.12 -3.95 1.95
H 1.82 -3.83 3.15
H 1.93 -2.08 3.07
H 2.33 -3.08 1.65
H -1.34 -5.44 0.50
H -3.09 -4.33 1.73
C 7.18 1.16 3.31
O 7.63 1.99 2.54
N 5.89 0.77 3.35
C 5.43 -0.25 4.27
C 4.94 1.36 2.42
H 7.81 0.64 4.05
H 5.00 -1.09 3.72
H 4.66 0.15 4.93
H 6.26 -0.61 4.87
H 5.25 1.18 1.39
H 4.88 2.44 2.57
H 3.96 0.92 2.59
C 5.66 -2.64 1.14
O 4.79 -3.03 1.89
N 5.61 -2.71 -0.20
C 6.68 -2.21 -1.04
C 4.42 -3.28 -0.82
H 6.60 -2.18 1.51
H 6.31 -1.42 -1.70
H 7.08 -3.01 -1.66
H 7.47 -1.81 -0.42
H 3.53 -2.72 -0.55
H 4.28 -4.31 -0.50
H 4.54 -3.25 -1.90
*
```

Computed properties:
E_LUMO in eV: 1.98
DFT total energy in eV: -247656.977
HOMO level in eV: -6.16